Entry 1:
Computed, not measured: a 11-piece molecular cluster, H22O11 overall, with ωB97M-V/def2-TZVPD.

Calculated values
**2S+1**: 2
**LUMO energy (alpha / beta)**: -3.790 / -11.245 eV
**Charge**: +1
**F_max**: 2.2 eV Å⁻¹
**Gap between HOMO and LUMO (alpha / beta)**: 10.6 / 2.9 eV
**ΔE to the lowest compared entry with this formula, charge and spin**: 1.634 eV

Cartesian coordinates (Å):
H1 -2.55023 1.62485 0.96997
O1 -1.07438 2.74939 2.09520
H2 -1.31713 -1.33062 -0.45823
H3 2.78404 -1.29505 -2.18501
O2 -1.00860 -2.65417 0.64313
H4 -0.66149 -2.37070 -2.02172
O3 -1.61037 -0.78394 -1.18719
O4 3.43886 -0.09337 1.26184
O5 -0.48438 -3.16759 -2.52154
H5 2.87461 -0.49698 0.60235
O6 1.36826 2.99747 0.34134
H6 0.44997 -0.21701 -0.49761
H7 2.08585 0.78558 -2.26714
H8 0.28137 -2.95185 -3.05379
H9 -2.31881 -0.25487 -0.82055
H10 -2.29960 -0.30837 2.59916
H11 1.45834 1.45130 -3.47335
H12 -2.77515 -1.18170 3.74065
H13 2.24977 -1.80451 -0.86330
H14 -3.76064 1.24301 0.14472
O7 2.17785 -1.07422 -1.47790
H15 -0.52242 0.50757 0.40868
H16 3.49068 0.82665 1.00278
H17 -0.05697 -2.75155 0.67700
O8 -2.57610 -0.27307 3.51487
O9 2.29596 1.13828 -3.13183
H18 1.25758 2.07497 0.11123
H19 2.31418 3.14070 0.31048
H20 -1.34067 -3.33780 1.22502
O10 -2.93441 0.89662 0.48178
H21 -0.25672 2.76366 1.59773
O11 0.39778 0.48988 0.14568
H22 -1.37703 3.65744 2.08556


Entry 2:
Computed, not measured: a 12-piece molecular cluster, H23O12 overall, with ωB97M-V/def2-TZVPD.

Calculated values
**LUMO energy**: 2.524 eV
**Charge**: -1
**F_max**: 1.7 eV Å⁻¹
**Gap between HOMO and LUMO**: 10.1 eV
**ΔE to the lowest compared entry with this formula, charge and spin**: 2.213 eV

Cartesian coordinates (Å):
O1 0.68718 1.77061 2.24443
H1 1.70084 -0.52086 1.92336
H2 -1.17662 -2.90585 1.60513
H3 -1.01602 2.90893 -2.80568
O2 -1.10286 -0.99273 -1.81742
H4 1.24133 1.94730 -0.45061
H5 0.43569 3.07000 -2.47290
O3 -0.32489 3.58534 -2.78723
O4 -1.10838 -3.85757 1.71177
H6 -0.30631 -4.13621 2.16959
H7 -1.13681 -0.18163 -1.28728
H8 1.40682 0.77151 -3.56073
O5 -0.26442 0.39481 0.42850
O6 1.42466 1.35454 -4.32543
O7 2.54427 -2.89473 0.23129
H9 -2.85721 -0.81238 -0.23511
H10 -0.16424 -1.20779 -1.90088
H11 -0.50542 -0.38592 0.93208
O8 -2.02394 2.41714 0.03152
H12 -1.02617 -1.44971 4.35430
H13 0.14397 1.21034 1.53557
H14 1.62387 1.68135 2.05766
H15 1.75513 -3.37663 0.51984
H16 0.57181 0.70667 -0.66099
H17 2.31853 -1.98132 0.53639
H18 -0.00252 -0.44074 3.61807
H19 1.91041 -0.02826 0.50443
H20 -1.37247 2.84406 -0.55547
H21 -3.04899 -1.74165 -1.39778
O9 1.28634 1.30927 -1.18812
H22 1.07799 2.20536 -4.05015
O10 -3.54267 -1.32954 -0.67203
O11 -0.12147 -1.28370 4.06583
O12 2.40584 -0.38329 1.26886
H23 -1.43329 1.73328 0.42917


Entry 3:
Computed, not measured: H23O12 as an isolated structure, with ωB97M-V/def2-TZVPD.

Calculated values
**LUMO energy**: 2.692 eV
**Charge**: -1
**F_max**: 2.5 eV Å⁻¹
**Gap between HOMO and LUMO**: 9.4 eV
**ΔE to the lowest compared entry with this formula, charge and spin**: 3.370 eV

Cartesian coordinates (Å):
H1 0.97047 -2.27600 2.10909
H2 -0.64916 2.39551 -3.02539
H3 0.26957 -1.81932 3.42573
O1 -3.24468 3.00427 -0.90299
O2 2.51785 1.74137 3.29308
O3 -0.49729 -1.25679 -3.16912
H4 -1.62373 0.69927 3.14675
H5 -0.80695 -1.06635 -2.28750
O4 0.49949 -2.58982 2.88745
H6 0.17056 -0.73641 -3.60083
O5 -0.88008 1.03181 3.70810
O6 -0.41250 -1.80305 -0.23520
O7 2.49130 0.72306 0.07100
H7 -2.59410 3.66387 -1.11083
H8 -3.27467 2.38139 -0.17015
H9 2.59478 1.39855 2.37942
O8 -0.94828 3.07809 -2.40619
H10 2.20667 2.63689 3.39994
H11 1.58745 0.74055 -0.26096
H12 -0.82318 2.60920 -1.56031
H13 1.66351 -0.05384 -2.59819
H14 0.68727 -1.83293 -0.49595
O9 -3.23570 -1.42921 -0.66364
H15 -0.12240 0.90409 3.12955
H16 -3.25250 -1.11396 -1.57358
H17 -0.97813 -0.37252 1.92754
H18 2.87137 -0.13797 -0.19489
O10 1.99190 -1.79698 -0.55647
H19 2.53857 -2.56932 -0.41699
H20 -2.32105 -1.02673 -0.53144
H21 -0.67960 -2.69315 -0.01238
O11 -0.63591 0.14654 1.20244
O12 2.17650 -0.72805 -3.05246
H22 -0.42427 -0.44602 0.45628
H23 2.16692 -1.40603 -2.31091


Entry 4:
Computed, not measured: a 12-piece molecular cluster, H23O12 overall, with ωB97M-V/def2-TZVPD.

Calculated values
**2S+1**: 2
**LUMO energy (alpha / beta)**: -0.115 / -4.888 eV
**F_max**: 4.3 eV Å⁻¹
**Gap between HOMO and LUMO (alpha / beta)**: 11.1 / 6.3 eV
**ΔE to the lowest compared entry with this formula, charge and spin**: 1.916 eV

Cartesian coordinates (Å):
H1 0.40879 1.09547 -0.87655
O1 0.24811 3.72008 -0.49088
H2 0.82110 1.08068 -2.39951
O2 -0.38103 2.19341 3.22665
H3 -0.75538 -2.16853 0.89246
H4 3.92066 0.95863 -0.48818
H5 -2.26306 1.25424 -1.63562
H6 0.56224 2.15149 3.08220
H7 2.75861 -0.12121 -0.26165
O3 -1.40856 -2.10184 -0.08583
H8 -1.82204 0.07008 -1.10848
H9 -0.18855 2.89474 -0.31572
H10 -2.19471 -2.65378 -0.08386
H11 3.02246 -0.74209 1.98494
O4 2.35313 -0.53426 2.63735
H12 -2.15865 -2.06664 -2.39654
O5 1.47540 0.60889 -4.30231
O6 -1.92880 0.42486 -2.01658
H13 0.69203 3.63099 -1.33114
H14 1.64468 -0.05576 2.09348
O7 -0.20428 -2.45313 2.20868
H15 1.60858 -0.26230 -4.70080
H16 -1.91110 -1.49451 1.36466
H17 -2.32566 -3.21586 -1.36305
H18 0.50668 0.63854 -4.34008
H19 -0.66564 2.89262 3.80167
H20 0.19717 -0.72378 1.20191
H21 0.72943 -2.22085 2.05647
O8 3.55786 0.27623 0.06073
O9 1.13222 1.04786 -1.49097
O10 -2.49168 -0.77339 1.89459
H22 -2.41014 -1.29491 2.71288
O11 0.49811 0.18820 1.06594
O12 -2.74442 -2.81053 -2.18134
H23 -0.28359 0.56636 1.58452


Entry 5:
Computed, not measured: H24KrO12 as an isolated structure, with ωB97M-V/def2-TZVPD.

Calculated values
**LUMO energy**: -0.296 eV
**F_max**: 1.5 eV Å⁻¹
**Gap between HOMO and LUMO**: 10.4 eV
**ΔE to the lowest compared entry with this formula, charge and spin**: 1.363 eV

Cartesian coordinates (Å):
O1 -3.02669 1.39677 0.42795
H1 2.80545 -3.19062 -1.37300
O2 0.14294 -4.21023 0.52098
H2 5.05166 1.43562 1.82044
H3 0.26096 1.73867 -2.10908
O3 4.29544 1.28216 2.38684
O4 -0.67326 1.94508 -2.13864
H4 3.98373 0.41136 2.14030
O5 1.06322 -0.04033 -3.17261
H5 -0.85619 2.35139 -1.29149
Kr1 0.57808 -0.14542 0.38813
H6 -2.42872 1.31637 1.17106
H7 1.75134 -0.65032 -2.90682
H8 -1.12981 -1.03351 -2.46891
H9 -0.82957 3.41691 0.92751
H10 2.13625 2.89773 0.00339
H11 -1.10149 1.45380 3.10671
O6 2.67182 -3.94384 -0.79765
H12 1.78451 -3.83103 -0.45677
O7 -2.90815 -1.34916 -0.40273
H13 -1.32418 -2.01250 2.91839
O8 -1.15707 3.81190 0.11944
H14 -1.14058 -0.05878 3.15653
O9 1.92360 2.73452 -0.91550
O10 -1.65634 0.70351 2.89357
H15 0.43480 -0.58113 -3.65098
H16 2.75821 2.48977 -1.31518
H17 -0.48443 4.44670 -0.12715
H18 -3.02308 2.33041 0.21694
O11 -1.58743 -0.47545 -3.09769
H19 -2.41714 -1.72998 -1.13082
H20 -2.58759 -0.44931 -0.34170
H21 -0.21176 -5.05988 0.78273
O12 -0.54778 -1.83777 3.45025
H22 -0.39816 -3.94286 -0.22195
H23 -1.33172 0.41541 -2.85846
H24 -0.82090 -2.03596 4.34600


Entry 6:
Computed, not measured: a 12-piece molecular cluster, H24O12 overall, with ωB97M-V/def2-TZVPD.

Calculated values
**SMILES**: O.O.O.O.O.O.O.O.O.O.O.O
**LUMO energy**: -0.541 eV
**F_max**: 1.1 eV Å⁻¹
**Gap between HOMO and LUMO**: 9.8 eV
**ΔE to the lowest compared entry with this formula, charge and spin**: 3.545 eV

Cartesian coordinates (Å):
H1 -2.69832 -0.20856 2.91282
H2 -0.10984 -0.26896 -3.40130
H3 1.48921 -2.32260 5.14022
H4 0.18886 -3.06202 2.51634
H5 -2.35840 4.14322 0.53744
H6 2.65250 -2.99385 -0.73023
O1 -3.64752 -0.26535 2.75541
H7 -3.63333 4.59909 1.22794
H8 -3.76690 0.14475 1.89138
H9 -1.39369 0.49160 -3.11265
H10 -0.92449 -4.49915 -2.35268
O2 0.67921 2.18430 0.15383
O3 2.11408 -3.20341 -1.50170
H11 0.15266 -0.03803 -0.24468
H12 4.66679 0.81273 -1.47024
O4 -1.12541 -3.82892 -1.68979
O5 -1.59047 2.97273 3.57557
O6 -0.85683 0.15480 -3.83883
O7 1.69702 -2.33114 4.19908
H13 1.74223 1.59902 -4.03769
H14 3.69288 1.87779 -1.94686
O8 0.35845 -3.09416 1.56808
O9 -2.73512 4.30093 1.41048
H15 -1.91744 2.06816 3.51363
H16 -0.15369 2.13897 -0.32909
H17 0.99823 -1.80080 3.79981
H18 -1.00472 0.77394 0.31318
O10 4.25245 1.16152 -2.26752
H19 1.81792 0.77987 -5.31569
H20 -0.73240 2.94244 3.13764
O11 1.19159 1.11838 -4.66600
O12 -0.80651 0.04654 -0.28731
H21 0.75114 3.11044 0.41089
H22 -0.25999 -3.53290 -1.38580
H23 -0.38626 -3.59277 1.21343
H24 1.65612 -2.37861 -1.69912